A 7-piece molecular cluster, C42H105N7O14 overall at a distorted geometry, computed with ωB97M-V/def2-TZVPD.

The geometry in XYZ format:
```
168
Properties=species:S:1:pos:R:3:forces:R:3:mulliken_charge:R:1
O 19.933990 1.756670 3.955300 -0.82 0.79 -0.15 -0.180
O 26.517940 -6.070530 11.508220 -0.02 0.08 -1.01 -0.365
O 18.296780 -0.286110 7.467310 -0.21 0.66 -0.30 0.084
O 18.795640 -5.490630 9.390300 -0.81 -0.47 -0.40 -0.302
O 14.444770 -5.638170 5.712410 -0.74 1.16 1.15 -0.278
O 26.029590 -2.412290 7.952230 -0.98 2.78 -0.63 -0.031
O 15.831490 -0.480730 2.748170 -0.39 0.50 -0.79 -0.436
O 18.255460 -0.715490 13.212530 1.21 -0.49 2.26 -0.396
O 22.188270 -1.016040 7.701810 1.48 1.30 1.71 -0.097
O 17.044230 -6.109400 12.913050 -0.06 -0.33 -2.33 -0.244
O 23.731590 1.051010 16.313780 0.26 -0.30 -0.49 -0.298
O 25.091560 -2.411870 13.068820 1.54 0.92 -1.33 -0.566
O 24.747140 1.813430 7.155510 0.64 -0.35 1.83 -0.329
O 26.708920 2.118190 3.248630 -1.43 -4.92 -0.90 -0.305
N 19.207540 -3.864310 12.515060 -0.45 0.25 1.51 0.015
N 17.278240 -2.838590 7.099410 0.05 -0.60 1.56 -0.167
N 21.577530 -0.795770 4.812230 -0.75 -1.16 -0.68 -0.151
N 24.494330 -4.531000 9.191280 2.06 -1.01 -0.78 -0.366
N 23.196470 -0.541880 14.014700 0.82 0.26 -0.15 -0.155
N 23.810490 0.849470 3.752100 -0.18 1.66 1.18 0.235
N 14.385450 -2.643400 5.364160 -0.85 0.69 0.48 0.035
C 26.995710 3.378460 3.267700 3.30 4.90 1.02 -0.912
C 14.516310 -2.184390 3.952150 0.97 -0.34 2.14 -0.556
C 26.361940 -1.848850 12.581860 -1.30 -0.42 1.79 -0.263
C 17.673350 -4.765910 8.830020 0.74 0.60 1.47 -0.607
C 22.391650 0.792870 15.866400 -1.04 0.27 -0.92 -0.697
C 24.036300 -1.946700 12.234390 0.31 0.91 0.69 0.712
C 19.727830 -2.485990 12.374680 -1.15 -0.26 -0.24 -0.340
C 18.306110 -4.107670 13.662770 -0.60 -1.35 0.38 -0.562
C 18.632620 -1.412130 12.103610 1.42 -1.30 -1.37 -0.475
C 19.565930 2.913690 3.213580 -0.27 0.87 0.80 -0.866
C 18.605370 1.046280 7.711830 1.85 0.96 -0.54 -0.779
C 15.560800 -1.027880 4.007130 0.38 0.19 0.09 -0.201
C 15.319730 -6.154700 4.828040 2.16 -1.40 -0.22 -0.763
C 16.630160 -1.868320 7.961870 -0.68 0.68 0.68 -0.887
C 23.580450 -0.477390 12.618010 -1.00 -3.15 -0.70 -1.348
C 23.754230 1.688420 6.187960 -0.50 -0.77 -0.90 -0.081
C 25.619610 1.910710 2.397280 -1.17 2.84 -0.75 -0.894
C 26.801860 -1.134680 7.802310 0.46 -1.99 0.58 -0.642
C 26.636780 -3.518940 8.523230 1.94 -0.76 -1.00 -0.673
C 17.898790 -5.613270 13.855950 1.38 0.51 1.30 -0.737
C 16.559710 0.742370 2.739920 0.26 -0.83 -0.62 -0.521
C 21.310370 -1.946950 5.733830 0.24 0.61 0.76 -0.781
C 24.423810 2.168020 8.524400 0.85 0.58 -1.50 -0.635
C 20.430660 0.774840 3.090510 0.55 -1.20 0.03 -0.656
C 13.340740 -4.936930 5.181800 0.08 -0.53 -0.11 -0.617
C 25.797760 -4.782400 8.450000 -0.90 0.23 1.08 -0.891
C 17.433520 0.385310 13.005310 0.00 -0.76 -1.01 -0.794
C 17.622600 -0.853070 8.525560 -1.05 -1.13 1.48 -0.233
C 27.122420 -5.514580 12.634360 1.34 0.01 -0.67 -0.686
C 22.361060 -2.109470 6.829630 -0.63 -0.43 0.10 -0.622
C 24.694090 0.825900 2.611090 -1.61 -2.24 0.31 -0.663
C 20.472080 -0.636440 3.817940 -0.28 2.00 -0.06 -0.649
C 25.175280 -5.868180 11.322210 -2.47 -0.49 -0.89 -1.366
C 18.464590 -6.797250 9.945890 1.70 0.25 -1.02 -0.745
C 18.221850 -3.646570 7.922010 0.58 -0.91 -1.29 -0.068
C 24.669890 -4.569050 10.670890 0.20 0.67 -0.51 1.465
C 23.834130 1.586630 17.626970 -1.20 0.94 0.29 -0.798
C 16.333760 -7.316890 13.190800 0.08 1.04 -0.05 -0.860
C 22.230800 0.470200 14.347130 1.84 0.07 0.21 -0.471
C 22.765320 -1.211780 9.030890 -0.34 -0.40 -0.38 -0.869
C 24.421200 0.834360 5.055440 0.50 0.58 0.31 -0.908
C 13.277400 -3.495450 5.762420 -0.62 -0.91 -1.56 -1.051
H 27.469740 -3.750080 7.859270 0.88 -0.06 0.36 0.458
H 17.150010 -0.206020 9.264530 -0.78 1.06 -0.77 0.629
H 22.528610 1.335730 13.755300 -0.49 0.81 0.10 0.401
H 20.450640 -1.706710 6.359320 -0.72 -0.08 -0.28 0.119
H 12.553080 -5.681370 5.298020 -1.13 0.78 0.95 0.499
H 18.707070 -3.803970 14.629770 0.74 -0.01 -0.18 0.430
H 23.130860 0.102610 3.772130 -0.05 -0.13 -0.56 0.396
H 15.990100 -5.437910 4.353780 -0.38 0.43 -0.58 0.249
H 17.832160 1.784500 7.499080 -0.46 -0.30 0.06 0.287
H 18.788810 -6.238790 13.924530 0.49 -0.03 -0.16 0.309
H 23.668530 -4.273910 10.984370 0.07 -0.49 0.64 0.430
H 15.983750 1.647790 2.931220 -0.44 -0.13 0.18 0.356
H 16.824990 -8.070990 13.805730 0.30 0.53 0.69 0.366
H 22.706390 -0.415630 11.969700 -0.63 0.34 0.23 0.304
H 21.375550 1.143100 2.690910 0.56 -0.38 0.21 0.276
H 25.633380 -5.078500 7.413950 -0.37 0.26 -0.05 0.385
H 27.166000 3.913120 2.333220 -0.91 -0.18 -0.85 0.376
H 26.423910 -0.518100 6.986790 -0.47 -0.33 0.30 -0.042
H 26.513680 -4.863570 13.261830 -0.32 -0.44 0.13 0.303
H 13.305140 -4.924760 4.092450 0.93 0.49 -0.42 0.396
H 23.898870 0.970580 1.879800 0.71 -0.54 -1.17 0.376
H 16.035340 -2.292130 8.770990 0.36 -0.60 0.20 0.410
H 27.924300 -4.905760 12.216720 0.31 0.34 0.43 0.228
H 23.996830 -0.229920 14.545940 0.56 -0.66 0.17 0.370
H 18.581280 -6.900960 11.024650 -0.33 0.70 0.08 0.165
H 16.024350 -6.738650 5.420160 0.11 -0.27 0.13 0.257
H 24.446740 1.336960 9.229320 -0.54 -0.34 -0.31 -0.004
H 19.296410 -7.350680 9.510130 -0.25 -0.75 0.14 0.284
H 23.491720 0.948730 18.441790 -0.11 -0.60 -0.28 0.319
H 23.300280 -2.737230 12.380810 -0.79 0.78 0.29 0.254
H 25.328370 -3.780350 11.034840 0.18 0.12 -0.06 -0.925
H 19.024170 1.221610 8.702780 -0.32 -0.19 0.44 0.314
H 22.819930 1.261990 6.553140 0.06 -0.44 0.35 -0.091
H 25.414310 1.280870 5.005910 0.08 -0.10 -0.18 0.762
H 25.266980 2.793920 8.816660 -0.07 0.20 0.15 0.354
H 19.544410 -0.607360 4.389480 -0.51 -0.36 -0.10 0.033
H 13.039400 -3.544910 6.824970 0.66 0.25 0.13 0.363
H 15.254490 -2.778420 5.860800 0.08 -0.41 -0.27 0.162
H 17.289710 -4.351550 9.762350 -1.16 0.48 -0.31 0.207
H 18.928870 -3.020150 8.465900 -0.15 0.04 0.46 -0.206
H 19.089700 -0.834460 11.300200 -0.06 1.12 0.05 0.487
H 17.341980 -3.599660 13.685060 -0.23 0.56 -0.71 0.274
H 15.442850 -6.854230 13.615460 -0.62 -1.35 0.24 0.327
H 26.376600 3.982620 3.930860 -0.39 0.19 -0.01 0.339
H 18.585670 2.948940 2.738240 -0.26 -1.24 -0.41 0.234
H 23.369470 -2.258920 6.443780 0.27 0.34 0.12 0.055
H 17.873170 -2.229610 6.555980 0.26 -0.24 -0.67 -0.061
H 16.183830 -7.884960 12.272700 -0.43 0.58 -0.29 0.208
H 13.549420 -1.858190 3.568990 0.04 0.19 0.08 0.336
H 27.597360 -6.388110 13.080980 -0.05 0.42 1.01 0.288
H 26.991240 -3.326130 9.535790 0.07 0.02 0.21 0.404
H 19.458070 1.277030 7.073270 -0.09 0.18 -0.35 0.009
H 20.377530 -2.530880 11.500620 0.00 0.09 -0.14 -0.208
H 27.849940 -1.357560 7.602410 0.09 -0.45 -0.50 0.429
H 20.368400 -1.376330 3.024270 0.59 -0.39 0.36 0.651
H 17.984200 1.032550 12.322710 -0.44 0.63 -0.12 0.273
H 16.948110 0.784520 1.722340 0.04 0.31 0.00 0.351
H 24.607900 -6.022460 12.240020 0.08 0.21 0.43 0.473
H 22.839350 -0.326740 9.662810 -0.74 0.58 -0.68 0.185
H 12.380290 -3.089960 5.294580 -0.26 0.32 0.05 0.394
H 23.526220 2.785800 8.552140 -0.21 -0.27 0.25 0.380
H 17.526230 -7.242730 9.615570 -0.15 0.40 -0.12 0.345
H 17.185020 0.877380 13.945640 0.07 -0.18 -0.13 0.234
H 24.792210 1.987570 17.957790 0.58 -0.64 -0.98 0.279
H 21.792590 1.703380 15.880350 -0.19 0.15 1.15 0.412
H 24.566500 -0.229180 5.244840 0.02 -0.08 1.31 -0.011
H 24.226960 -1.984490 11.161860 0.73 0.05 -0.15 -0.113
H 19.390070 3.735140 3.908130 0.79 0.05 0.32 0.313
H 21.129920 -2.923070 5.283560 0.17 0.28 -0.63 0.552
H 26.357130 -5.604620 8.896260 0.05 0.07 0.20 0.411
H 26.914010 -0.582380 8.735310 -0.85 0.06 0.24 0.281
H 18.319590 -1.248630 9.264360 0.58 -0.91 -0.37 -0.091
H 27.071200 -1.960660 13.401950 0.20 -0.57 -0.23 0.222
H 24.833680 -6.685100 10.686560 0.00 -0.17 -0.22 0.462
H 14.889170 -6.883490 4.141330 -0.24 0.21 -0.50 0.390
H 18.631990 -4.065810 11.709930 0.30 -0.12 -0.50 -0.224
H 16.945890 -5.437790 8.374520 0.04 0.13 -0.30 0.374
H 23.466460 2.680140 5.838980 0.15 0.20 -0.57 0.319
H 18.862630 -4.121840 7.179310 0.07 -0.39 -0.01 0.622
H 23.791610 -1.570870 9.107690 0.21 -0.26 -1.04 0.115
H 21.274510 0.102860 13.974750 -0.53 0.43 0.80 0.121
H 20.297250 3.193510 2.455300 0.27 -0.02 0.14 0.334
H 17.430890 -5.726880 14.833840 -0.17 0.41 0.48 0.540
H 24.183060 0.363610 12.274970 0.66 -0.06 0.31 0.550
H 21.419190 0.003810 5.408630 0.42 0.37 0.22 -0.204
H 20.360260 -2.130390 13.188120 -0.11 -0.45 0.39 0.484
H 24.968280 2.784240 2.426050 -0.26 0.69 0.90 0.424
H 25.218800 -0.125850 2.527650 -0.01 -0.51 -0.32 0.320
H 26.639690 -2.384970 11.674370 0.29 0.46 -0.07 -0.099
H 15.838120 -1.376520 7.397150 0.24 0.50 -0.29 0.350
H 21.957710 -0.049920 16.404460 -0.09 0.21 0.41 0.336
H 24.483250 -3.562590 8.904630 -1.36 0.50 0.48 -0.001
H 15.326980 -0.223540 4.704610 -1.16 0.04 0.12 0.359
H 23.214870 2.481330 17.691280 -0.42 0.15 -0.06 0.313
H 26.267880 -0.764220 12.528780 -0.09 0.05 -0.80 0.316
H 22.161330 -1.937130 9.576000 -0.23 -0.19 0.03 0.523
H 28.025430 3.472650 3.612540 0.18 0.03 0.80 0.293
H 22.081080 -2.964510 7.444950 0.09 -0.71 -0.36 0.726
H 16.533560 -1.289040 4.423810 0.20 -1.14 0.18 0.005
H 16.581040 -0.091030 12.521090 -0.83 1.02 -0.17 0.342
H 25.824170 2.060120 1.337120 1.11 -0.94 -0.36 0.611
H 17.421350 0.735960 3.407470 0.07 -0.18 0.31 0.019
H 14.831760 -3.073760 3.406610 0.37 0.45 -0.86 0.296
H 17.821270 -1.927500 11.589610 -0.72 -0.11 0.12 0.517
H 19.802490 0.723110 2.201230 -0.48 -0.46 -0.02 0.531
```
Positions in Å, forces in eV/Å.

Values from the calculation:
**Max |F|**: 0.117 Eh/bohr
**LUMO level**: 0.51 eV
**M**: 932.3 g/mol
**Energy relative to the best compared isomer or geometry (same formula, charge and spin)**: 146.3 kcal/mol
**Spin multiplicity**: 1